Record 1
Computed, not measured: a cluster of 2 separate species, C14H26BO9 in total, with the ωB97M-V functional and the def2-TZVPD basis.

The calculation puts the LUMO energy at 2.5378 eV. The highest occupied orbital energy is -0.163 Eh. The calculation puts the energy above the lowest of the compared OMol25 structures with the same formula, charge and spin at 227.7 kJ/mol. As for the net charge: -1. The orbital gap comes out at 6.971 eV.

Geometry as XYZ:
```
50
Properties=species:S:1:pos:R:3:forces:R:3:mulliken_charge:R:1
C 0.0911 -5.6344 2.2029 0.0 -0.2 0.5 -0.6082
O 0.3237 -5.1532 0.8445 -0.3 0.9 1.9 -0.4338
C 0.1908 -3.6961 0.9544 -1.8 1.1 -0.3 -0.3050
C 0.4869 -2.9306 -0.4142 1.1 -0.7 -0.5 -0.4947
C 1.0764 -1.4508 -0.2474 -0.8 0.0 -0.5 -0.8422
C 0.3433 -0.5501 0.8566 -1.0 1.8 -0.1 0.3667
C 0.1169 1.0078 0.3599 -0.2 0.5 2.3 -0.2599
O -1.3222 1.2798 0.3440 1.5 -0.4 -0.8 -0.6489
B -1.9894 -0.0289 0.4506 0.4 -0.8 0.7 0.7083
C -3.3464 -0.1645 1.3910 -1.3 -0.5 0.3 -0.3423
C -4.7116 -0.0387 0.5811 2.9 1.7 -3.4 0.5634
O -4.6727 0.2812 -0.6349 -1.5 -1.4 4.8 -0.5105
O -5.9563 -0.2976 1.2744 0.4 -2.2 -1.5 -0.3105
C -6.2031 -1.6992 1.2729 0.2 -2.1 3.6 0.6191
C -6.6089 -2.5655 0.0025 0.2 -0.2 -0.4 -0.8008
O -6.0982 -2.2981 2.3774 -0.6 2.2 -4.0 -0.5466
O -1.0114 -0.8367 1.2295 2.3 -1.3 0.4 -0.6708
H -0.6705 -4.9880 2.7713 0.9 -0.8 -1.0 0.2629
H -0.3307 -6.7059 2.2142 0.9 1.6 -0.3 0.2525
H 1.0717 -5.5567 2.8037 -1.4 -0.3 -0.8 0.2339
H -0.9252 -3.5067 1.1946 1.7 -0.1 -0.2 0.1882
H 0.7583 -3.2674 1.8646 -0.4 -0.7 -1.5 0.3076
H -0.4068 -2.9187 -1.1433 1.1 0.0 1.6 0.2539
H 1.2999 -3.5451 -0.9639 -1.2 0.9 0.8 0.3224
H 2.2052 -1.5036 -0.0589 -1.6 0.1 0.0 0.2543
H 0.9308 -0.9168 -1.2627 0.3 -0.9 1.5 0.2630
H 0.9567 -0.5091 1.8236 -0.6 -0.3 -1.3 0.2480
H 0.4323 1.6193 1.2853 0.3 -0.5 -1.6 0.1604
H 0.7015 1.3367 -0.5635 -0.9 -0.5 0.9 0.0238
H -2.0811 -0.6550 -0.5616 -0.5 0.0 -1.2 -0.3014
H -3.3146 -1.2413 1.8158 -0.2 1.6 -0.5 0.0129
H -3.2561 0.5356 2.2886 -0.6 -0.8 -1.1 0.2257
H -6.9030 -3.6193 0.3608 0.6 1.8 -0.2 0.2926
H -7.4952 -2.1637 -0.5885 1.3 -0.1 0.8 0.2814
H -5.7140 -2.6962 -0.7150 -1.4 0.5 1.2 0.2322
C 6.2428 5.3417 -1.7852 -0.2 0.2 -0.1 -1.0872
C 5.9107 3.8909 -1.4869 0.4 0.2 -0.2 -0.1874
O 4.6325 3.7723 -0.8533 -0.2 -0.2 -0.2 -0.3487
C 3.5702 3.9080 -1.6659 -0.3 0.2 0.3 0.7794
O 3.6060 4.1139 -2.8553 0.1 -0.1 0.3 -0.5674
O 2.4599 3.8080 -0.9191 0.7 0.0 -0.3 -0.3116
C 1.2529 4.0394 -1.6460 -0.6 0.0 -0.1 -0.6922
H 6.1657 5.9475 -0.8789 0.1 -0.1 0.0 0.2871
H 7.2538 5.4309 -2.1886 0.0 0.0 0.1 0.3527
H 5.5468 5.7668 -2.5117 0.1 -0.1 0.0 0.3068
H 6.6454 3.4898 -0.7850 -0.3 0.0 0.1 0.2910
H 5.9539 3.2732 -2.3875 -0.2 0.1 0.0 0.3049
H 1.1875 3.3956 -2.5251 0.1 0.1 0.1 0.3340
H 1.1894 5.0914 -1.9339 0.1 -0.1 -0.1 0.3488
H 0.4144 3.8083 -0.9880 0.3 -0.1 0.1 0.1925
```
Forces are in eV/Å.

Record 2
Computed, not measured: a cluster of 3 separate species, C2H9NS in total, with the ωB97M-V functional and the def2-TZVPD basis.

The calculation puts the LUMO energy (alpha / beta) at 3.8536 / 4.1792 eV. The highest occupied orbital energy (alpha / beta) is 0.039 / -0.156 Eh. The multiplicity is 2. The calculation puts the energy above the lowest of the compared OMol25 structures with the same formula, charge and spin at 174.4 kJ/mol. As for the net charge: -1. The orbital gap (alpha / beta) comes out at 2.782 / 8.434 eV.

Geometry as XYZ:
```
13
Properties=species:S:1:pos:R:3:forces:R:3:mulliken_spin:R:1
N -2.1079 1.5718 -1.6194 -2.4 -1.0 0.6 0.3611
H -1.6278 2.4031 -1.5305 0.9 2.4 -1.0 -0.1328
H 1.0721 -2.0816 4.9320 -0.9 -0.3 0.2 -0.0011
H -1.5367 0.9850 -1.0924 0.8 -1.7 0.6 -0.0444
H -2.2951 1.1633 -2.5168 0.5 0.5 -0.4 -0.1088
C 0.5425 -0.8284 1.2423 2.4 -1.4 1.9 0.0557
C -0.1800 0.2708 0.6493 2.3 1.0 -0.3 0.1580
S 0.9976 -0.4171 -0.6004 -0.7 -0.1 -0.5 0.7250
H 0.3516 -2.3094 5.0820 0.9 0.3 -0.2 0.0113
H 0.2195 -1.8538 1.3245 -1.0 0.1 -0.3 0.0800
H 1.3756 -0.7553 1.9802 -0.6 0.7 -0.6 0.0318
H -1.2300 0.1949 0.6549 -1.2 0.1 -0.6 -0.0231
H 0.2891 1.2705 0.7592 -1.0 -0.5 0.7 -0.1128
```
Forces are in eV/Å.